Entry 1:
Density functional theory data (wB97M-V/def2-TZVPD) for a structure of composition C2FKO.

Structure (ORCA input):
```
! wB97M-V def2-TZVPD RIJCOSX def2/J DEFGRID3
* xyz 0 1
C 0.12586 0.00590 0.44727
O -1.68032 -0.59521 -1.14084
C -0.92447 -0.25715 -0.28857
F 0.09947 -0.20344 1.81859
K 2.37946 1.04989 -0.83645
*
```

---

Entry 2:
Density functional theory data (wB97M-V/def2-TZVPD) for a structure of composition C25H33I2LaOP2Si in a non-equilibrium geometry.

Structure (ORCA input):
```
! wB97M-V def2-TZVPD RIJCOSX def2/J DEFGRID3
* xyz 2 1
I 4.00285 -3.36237 -3.66246
I 4.72623 -2.80480 -0.64091
La 2.29846 -1.63287 -1.81404
P 3.21843 1.14881 -1.05296
C 3.99655 1.78591 0.47379
C 4.53108 0.70244 -2.32458
H 5.14004 1.59549 -2.52240
H 3.00038 3.37852 -2.08797
H 4.03222 0.38060 -3.26733
H 1.89023 2.15540 -2.82388
H 4.64331 1.02908 0.91875
H 5.18668 -0.10449 -1.93812
C 2.31051 2.54248 -1.86795
H 4.59980 2.68090 0.33769
H 1.50554 2.87865 -1.17912
H 3.22040 2.03815 1.19847
P 0.01970 -3.35237 -0.83576
C -0.25661 -4.23718 0.74189
C -1.62520 -2.95480 -1.61548
H 0.89116 -4.03429 -3.05135
H 0.13747 -5.41135 -2.16880
H 1.78153 -4.87378 -1.69504
C 0.79194 -4.53652 -2.06235
H -1.43125 -2.48617 -2.60590
H -2.20784 -3.88389 -1.76447
H -0.88199 -5.12340 0.66946
H -0.72656 -3.57644 1.47158
H -2.17179 -2.24909 -0.95163
H 0.70176 -4.56498 1.14704
C 2.18249 -1.45940 0.55458
O 2.38599 -1.55688 1.68247
C 0.75818 1.18926 4.79595
C 0.17532 -0.02637 4.43616
C -0.30322 -0.22195 3.13693
C -0.18433 0.79629 2.15986
C 0.42436 2.01618 2.53191
C 0.87695 2.20858 3.84805
Si -0.88798 0.44767 0.47711
C -2.63627 -0.13781 0.66070
C -2.95612 -1.34211 1.33966
C -4.27980 -1.79032 1.45223
C -5.32626 -1.05017 0.89867
C -5.03372 0.14360 0.23483
C -3.71527 0.60280 0.12387
C -1.03188 1.96953 -0.58342
C -1.20121 1.76213 -1.97433
C -1.39361 2.86090 -2.82030
C -1.49046 4.15596 -2.28572
C -1.39091 4.35387 -0.91081
C -1.17931 3.26772 -0.05742
H 1.11102 1.34301 5.81803
H 0.09509 -0.83354 5.16624
H -0.75805 -1.18405 2.90110
H 0.57246 2.82696 1.81565
H 1.33717 3.15831 4.12745
H -2.17652 -1.97503 1.77562
H -4.49385 -2.73573 1.96170
H -6.35833 -1.40487 0.98508
H -5.84709 0.71967 -0.20068
H -3.54581 1.53851 -0.40185
H -1.20187 0.74294 -2.37807
H -1.49510 2.70003 -3.89349
H -1.68014 4.99956 -2.94359
H -1.50181 5.34738 -0.47929
H -1.17512 3.43974 1.01899
*
```

---

Entry 3:
Density functional theory data (wB97M-V/def2-TZVPD) for a cluster of 2 separate species, C6H12N5OP in total in a non-equilibrium geometry.

* structure (SMILES): [H]/N=N/c1ccccc1.NP(N)(N)=O

Structure (ORCA input):
```
! wB97M-V def2-TZVPD RIJCOSX def2/J DEFGRID3
* xyz 0 1
H -3.41077 0.67880 0.17250
N -2.61430 0.46473 -0.43549
N -2.10665 -0.60259 0.02647
C -0.93811 -1.18672 -0.46905
C -0.64933 -2.23137 0.32849
C 0.55329 -2.91249 0.13301
C 1.45274 -2.40488 -0.82264
C 1.07857 -1.32255 -1.65094
C -0.14743 -0.73079 -1.52050
H -1.25681 -2.25544 1.33872
H 0.82854 -3.78363 0.63194
H 2.43316 -2.83261 -0.90670
H 1.87685 -0.93106 -2.16633
H -0.48938 0.11464 -2.11445
N -0.40146 1.89434 -0.70031
P 0.65726 1.54744 0.55527
N 1.40703 3.04582 0.85958
N -0.52579 1.27649 1.79170
O 1.67540 0.37964 0.53531
H 0.04449 2.06122 -1.61250
H -1.28718 1.55024 -0.59112
H 2.40274 2.82697 1.19274
H 1.06465 3.63481 1.59337
H -1.35729 1.06755 1.22396
H -0.29021 0.65143 2.60699
*
```

---

Entry 4:
Density functional theory data (wB97M-V/def2-TZVPD) for the ion C24H32N3O4 with charge +1.

* structure (SMILES): CC(C)OC[C@@H](O)C[NH+]1CCN(CCN2C(=O)c3cccc4cccc(c34)C2=O)CC1

Structure (ORCA input):
```
! wB97M-V def2-TZVPD RIJCOSX def2/J DEFGRID3
* xyz 1 1
C 1.88401 -5.06359 -0.52122
C 0.81235 -5.10829 -1.60339
C -0.40218 -5.91501 -1.15447
O 0.47329 -3.73966 -1.88659
C -0.26049 -3.51001 -3.07336
C -0.39647 -1.98669 -3.26821
O -1.09678 -1.67894 -4.43977
C -1.22401 -1.36220 -2.13197
N -0.61829 -1.58479 -0.80500
C 0.44297 -0.60158 -0.49390
C 1.12097 -0.98508 0.83189
N 0.20071 -1.14478 1.91897
C 0.06263 -0.16628 2.96486
C -0.97789 0.96324 2.79737
N -0.49041 2.15072 2.10483
C 0.33238 2.99246 2.86386
O 0.68152 2.64690 3.97077
C 0.71755 4.26271 2.24340
C 1.51605 5.15186 2.93714
C 1.86674 6.37823 2.36696
C 1.41896 6.71700 1.11534
C 0.59970 5.83638 0.37744
C 0.11056 6.14639 -0.90846
C -0.68715 5.26216 -1.59022
C -1.02733 4.03307 -1.02208
C -0.56691 3.69250 0.23611
C 0.24948 4.59032 0.95517
C -0.93511 2.40702 0.82934
O -1.58756 1.56324 0.22103
C -0.90838 -1.99226 1.59101
C -1.61276 -1.57648 0.28940
H 2.26755 -6.06297 -0.34411
H 2.70648 -4.42499 -0.83251
H 1.47144 -4.68053 0.40949
H 1.22975 -5.54859 -2.51917
H -1.14797 -5.98682 -1.94205
H -0.08670 -6.92167 -0.89918
H -0.85736 -5.46301 -0.27519
H 0.26643 -3.94808 -3.93237
H -1.26151 -3.95786 -3.02206
H 0.61415 -1.54871 -3.28606
H -0.61522 -1.98337 -5.21725
H -2.21584 -1.81833 -2.16367
H -1.34520 -0.29221 -2.31156
H -0.16726 -2.53084 -0.85873
H 1.17900 -0.59564 -1.29700
H -0.03240 0.37690 -0.42412
H 1.86324 -0.22919 1.08716
H 1.64894 -1.93882 0.67797
H 1.04019 0.28109 3.14671
H -0.21378 -0.71137 3.87255
H -1.86336 0.61193 2.26809
H -1.26471 1.28787 3.80052
H 1.85730 4.88183 3.92507
H 2.49035 7.06056 2.92327
H 1.68553 7.66703 0.67671
H 0.37238 7.09726 -1.34806
H -1.06047 5.51262 -2.57108
H -1.66171 3.33914 -1.55325
H -1.62513 -1.98893 2.41145
H -0.54013 -3.02244 1.46718
H -2.41563 -2.27694 0.05663
H -2.01649 -0.56347 0.35839
*
```

---

Entry 5:
Density functional theory data (wB97M-V/def2-TZVPD) for a cluster of 7 separate species, C8H31O7 in total in a non-equilibrium geometry.

Structure (ORCA input):
```
! wB97M-V def2-TZVPD RIJCOSX def2/J DEFGRID3
* xyz 1 1
O -0.61843 0.78567 0.40517
H -0.58626 -0.01926 0.92731
H -1.50446 0.89070 0.05088
H -0.00788 0.70570 -0.33133
C 4.56973 1.80644 -0.12358
C 4.15034 0.35279 0.08478
C 3.07485 0.12178 1.12905
O 3.71789 -0.25128 -1.13042
H 4.86274 2.30981 0.79775
H 3.69244 2.31101 -0.52840
H 5.35342 1.90072 -0.87527
H 5.06134 -0.14625 0.41512
H 2.78923 -0.93013 1.12667
H 2.18878 0.74871 1.02930
H 3.45289 0.40136 2.11243
H 4.41772 -0.22934 -1.78719
C 1.19007 1.38346 -2.75809
O 1.26071 0.72411 -1.49805
H 1.82713 2.26790 -2.76246
H 1.44675 0.67514 -3.54580
H 0.20109 1.76467 -3.01246
H 2.12575 0.31970 -1.39933
C -2.80160 1.31219 -2.14260
O -2.61191 1.93023 -0.89016
H -3.84460 1.02239 -2.27012
H -2.63145 2.05346 -2.92341
H -2.24112 0.39309 -2.31358
H -3.08335 2.76601 -0.91885
C -0.36422 -1.50696 3.11401
O 0.15422 -1.37728 1.83843
H 0.43944 -1.34351 3.83201
H -1.10562 -0.78890 3.46447
H -0.86480 -2.46224 3.27195
H 0.46479 -2.26164 1.63095
C -1.99738 -2.36174 -1.12926
O -0.98817 -1.39282 -1.20254
H -2.47660 -2.31517 -2.10716
H -1.61980 -3.37452 -0.98856
H -2.64923 -2.20900 -0.26911
H -0.48617 -1.55399 -2.00479
C -4.14701 -1.06316 2.26779
O -3.23705 -0.11457 1.77296
H -4.49358 -1.79410 1.53722
H -3.80993 -1.60845 3.14934
H -5.01521 -0.50531 2.61869
H -3.25550 0.66260 2.33623
*
```

---

Entry 6:
Density functional theory data (wB97M-V/def2-TZVPD) for a structure of composition C45H34F2N8O3PbS in a non-equilibrium geometry.

Structure (ORCA input):
```
! wB97M-V def2-TZVPD RIJCOSX def2/J DEFGRID3
* xyz 0 1
Pb -1.91977 -0.54472 0.56437
C -2.11461 -2.46673 4.96572
C -2.87980 -1.52153 5.62390
C -3.13400 -0.32026 4.99858
C -2.75069 -0.11869 3.69356
N -1.91908 -1.00564 3.09602
C -1.58463 -2.16900 3.71334
C -2.92998 1.18517 3.09877
C -2.92051 2.40276 3.80169
C -2.90469 3.60686 3.10840
C -3.09939 3.64785 1.73851
C -3.25257 2.42733 1.05419
N -3.13161 1.26696 1.71975
H -1.99093 -3.51327 5.22801
H -3.13897 -1.75580 6.64790
H -3.66594 0.45475 5.52123
H -0.90611 -2.83825 3.19842
H -2.72453 2.44395 4.85619
H -2.73626 4.56858 3.61288
H -3.06764 4.59792 1.16219
H -3.31117 2.40235 -0.01614
F -6.97056 -2.28258 1.24726
C -6.16851 -2.01891 0.20206
C -5.01762 -1.27994 0.56269
C -4.06206 -0.98055 -0.40042
C -4.34968 -1.37034 -1.75228
C -5.61927 -1.94272 -2.05893
F -5.98824 -2.13575 -3.33264
C -6.54228 -2.31402 -1.07726
C -3.25086 -1.28619 -2.73705
C -3.46151 -0.98957 -4.12257
C -2.36036 -1.10843 -4.96415
C -1.12628 -1.49381 -4.50165
C -0.99564 -1.76428 -3.10948
N -2.02079 -1.59283 -2.26271
H -4.77101 -1.09063 1.61881
H -7.54666 -2.67600 -1.27170
H -4.45511 -0.79221 -4.49552
H -2.47268 -1.05007 -6.08933
H -0.21280 -1.49166 -5.09015
H -0.02213 -2.17159 -2.78820
C 4.95717 2.15643 -3.06416
C 3.49622 2.36590 -2.65100
C 3.16923 2.91141 -1.40222
C 1.86105 3.27184 -1.07383
C 0.80488 2.76834 -1.91498
C 1.08381 2.35786 -3.20231
C 2.46603 2.01432 -3.48263
S -0.81368 2.38871 -1.23966
O -1.68809 1.87531 -2.27171
O -1.31111 3.60926 -0.58382
O -0.48623 1.34018 -0.15563
H 5.09582 1.25601 -3.68019
H 5.59681 2.04167 -2.18068
H 5.34310 2.98814 -3.66916
H 3.90231 2.99959 -0.64072
H 0.61217 4.60570 0.03910
H 0.31347 2.05212 -3.89424
H 2.64103 1.47932 -4.45093
N 3.78232 6.12709 -1.47486
C 3.21696 5.75866 -0.49538
C 2.59537 5.12347 0.53524
C 2.85081 5.55887 1.84588
C 2.21984 4.87540 2.88989
C 1.52845 3.67826 2.63393
N 1.44340 3.19729 1.33796
C 1.58082 4.06906 0.19461
H 3.50962 6.37545 2.04437
H 2.15131 5.33934 3.91583
H 1.16280 2.98514 3.36892
H 0.77528 2.42011 1.18616
C -0.28231 -5.03987 1.23928
C -0.68039 -4.00549 0.39311
N 0.18458 -3.18958 -0.20708
C 1.51390 -3.28751 -0.00163
C 2.03597 -4.32785 0.83231
C 1.05525 -5.14015 1.41522
C 3.41458 -4.62973 0.98654
C 4.56331 -4.10762 0.46130
C 4.77787 -3.10115 -0.59784
C 5.72942 -2.09172 -0.39114
C 6.04744 -1.33806 -1.47242
N 5.57435 -1.63033 -2.75630
C 4.61414 -2.54870 -2.78978
N 4.16796 -3.26958 -1.74859
H -1.05101 -5.64424 1.70901
H -1.73990 -3.81709 0.15140
H 2.09522 -2.64143 -0.65372
H 1.40321 -5.86103 2.16802
H 3.49954 -5.46080 1.72054
H 5.51268 -4.46029 0.80479
H 6.28507 -2.03090 0.56329
H 6.75789 -0.55130 -1.52177
H 4.15723 -2.73434 -3.73262
*
```

---

HOMO energy for the records above, in order: -6.4944; -11.6719; -9.2553; -11.0682; -13.2545; -7.1410 eV
ΔE to the lowest compared entry with this formula, charge and spin for the records above, in order: 0.0; 68.0; 0.0; 16.6; 0.0; 302.8 kJ/mol